Formula: C5H7N3O2
Source: the Open Molecules 2025 dataset
Level of theory: ωB97M-V/def2-TZVPD

Each line ends with the Löwdin charge.
Element x y z (Å)
O: -2.06 2.07 0.47  0.068
C: -2.51 0.80 0.50  -0.283
C: -3.76 0.27 0.24  -0.032
N: -3.63 -1.07 0.38  -0.040
N: -2.42 -1.43 0.79  0.087
C: -1.71 -0.31 0.87  -0.247
C: -0.29 -0.30 1.32  -0.074
C: 0.71 0.06 0.27  -0.315
N: 0.91 -0.16 -0.94  0.109
H: -2.75 2.67 0.17  0.112
H: -4.69 0.74 -0.08  0.122
H: -4.32 -1.77 0.16  0.156
H: -0.15 0.40 2.16  0.126
H: -0.02 -1.30 1.70  0.131
O: 1.62 1.41 0.43  -0.147
H: 1.15 1.94 1.09  0.047
H: 1.65 0.81 -1.12  0.182

As for the SMILES: [H]/N=C(\O)Cc1n[nH]cc1O. The value obtained for the energy above the lowest of the compared OMol25 structures with the same formula, charge and spin is 331.2 kJ/mol. The total energy is -13860.756 eV. The calculation puts the orbital gap at 0.34546 hartree.